1.
Density functional theory data (the ωB97M-V functional and the def2-TZVPD basis) for a structure of composition C20H24ClFNO4PSYb in a non-equilibrium geometry.

Calculated values
HOMO energy: -12.824 eV
F_max: 2.93 eV/A
LUMO energy: -10.3 eV
Frontier orbital gap: 2.53 eV
Relative energy (zero: lowest compared OMol25 entry of this formula, charge and spin): 0.000 eV
Total energy: -3589.8372 a.u.

```
! wB97M-V def2-TZVPD RIJCOSX def2/J DEFGRID3
* xyz 2 1
C 4.37612 0.53596 2.36970
C 3.51815 1.76459 2.00189
C 2.13537 1.45435 1.38836
F 1.35927 2.56265 1.66749
C 2.34734 1.13759 -0.09121
C 1.22988 1.48782 -1.07659
P 0.71006 3.27263 -1.09254
O -0.01093 3.45363 -2.54335
Cl 2.61488 4.18981 -1.31656
C 0.03348 0.48607 -1.06197
C -0.67645 0.37113 0.30690
C -2.19066 0.42816 0.20444
C -2.78741 1.43134 -0.52974
C -4.13228 1.54101 -0.68089
C -4.96730 0.62343 -0.08692
C -4.39879 -0.34929 0.67523
C -3.03625 -0.46335 0.83692
C -2.56217 -1.59236 1.73518
C 0.48167 -0.81719 -1.74381
C -0.38984 -2.02576 -1.49848
C -0.26980 -2.86669 -0.41314
C -1.09345 -3.96722 -0.34081
C -1.98449 -4.16771 -1.36087
N -2.15000 -3.37004 -2.40934
C -1.34119 -2.33086 -2.44556
O 1.88559 -1.20395 -1.54107
S 2.68316 -0.64385 -0.31682
O 2.45325 -1.35608 0.90701
O 4.06434 -0.67638 -0.68151
H 3.80236 -0.28892 2.78429
H 4.98868 0.23409 1.51827
H 5.11200 0.84119 3.14616
H 4.08020 2.49785 1.35836
H 3.27054 2.29179 2.97570
H 1.74212 0.63158 1.99107
H 3.23847 1.66351 -0.43407
H 1.68921 1.31388 -2.06862
H -0.02874 2.59540 -2.99839
H -0.69571 0.94054 -1.73944
H -0.34802 -0.46667 0.91979
H -0.41661 1.27744 0.87412
H -2.14739 2.17331 -1.00856
H -4.53332 2.33835 -1.29533
H -6.04036 0.67056 -0.21545
H -5.03301 -1.07271 1.17780
H -1.53260 -1.47101 2.06663
H -3.17856 -1.55774 2.63997
H -2.74641 -2.56828 1.28866
H 0.37766 -0.63958 -2.81781
H 0.46354 -2.67858 0.36462
H -0.98032 -4.63806 0.49965
H -2.61274 -5.05513 -1.31443
H -1.43233 -1.65840 -3.30251
Yb 5.05977 3.71618 2.72755
*
```

***

2.
Density functional theory data (the ωB97M-V functional and the def2-TZVPD basis) for the molecule C20H24ClN3O2.

Calculated values
HOMO energy: -7.230 eV
F_max: 0.57 eV/A
LUMO energy: 0.7 eV
Frontier orbital gap: 7.94 eV
Relative energy (zero: lowest compared OMol25 entry of this formula, charge and spin): 1.095 eV
SMILES string: CCN1CCN(c2ccc(NC(=O)COc3ccccc3Cl)cc2)CC1
Total energy: -1551.4525 a.u.

```
! wB97M-V def2-TZVPD RIJCOSX def2/J DEFGRID3
* xyz 0 1
C -0.06331 -3.24145 0.52928
H -0.33141 -2.57888 -0.29010
H 0.95695 -3.58316 0.37178
H -0.08960 -2.67094 1.45368
C -0.99964 -4.45503 0.59390
N -2.42241 -4.20486 0.63754
C -2.96651 -3.63997 1.84661
C -2.87246 -2.09621 1.94147
N -2.98425 -1.51143 0.62254
C -2.15018 -0.50131 0.21170
C -1.63215 0.40964 1.14448
C -0.81240 1.44443 0.75176
C -0.48183 1.62373 -0.58792
C -0.99213 0.73570 -1.52712
C -1.80529 -0.30589 -1.13260
H -2.16358 -0.98107 -1.89353
H -0.74092 0.85891 -2.56722
N 0.34174 2.70780 -0.92777
C 0.85125 3.04908 -2.12785
O 0.68954 2.46683 -3.17990
C 1.68943 4.33826 -2.05385
O 2.28589 4.56170 -0.79666
C 3.32208 3.75928 -0.41893
C 3.80079 2.67397 -1.14240
C 4.86708 1.93170 -0.66152
C 5.46562 2.25351 0.54207
C 4.99120 3.32488 1.28138
C 3.92880 4.06689 0.80450
Cl 3.31788 5.40004 1.71907
H 5.43968 3.58916 2.22577
H 6.29674 1.67391 0.91164
H 5.22543 1.09359 -1.23902
H 3.34181 2.39524 -2.07743
H 1.01870 5.18981 -2.20789
H 2.42871 4.33066 -2.86244
H 0.59123 3.30913 -0.15110
H -0.43124 2.13258 1.49409
H -1.89419 0.32297 2.18723
C -3.74269 -2.32764 -0.29004
C -3.01774 -3.65401 -0.57225
H -2.23909 -3.49585 -1.32174
H -3.73615 -4.38018 -0.97963
H -4.71284 -2.53108 0.17811
H -3.93363 -1.78494 -1.21477
H -3.67353 -1.72624 2.59923
H -1.91494 -1.81188 2.38038
H -2.45385 -4.08542 2.70074
H -4.01874 -3.94166 1.89885
H -0.75270 -5.04912 1.47915
H -0.82112 -5.08518 -0.28325
*
```

***

3.
Density functional theory data (the ωB97M-V functional and the def2-TZVPD basis) for a structure of composition C20H24ClN4O6Pd.

Calculated values
HOMO energy: -12.484 eV
F_max: 0.99 eV/A
LUMO energy: -4.0 eV
Frontier orbital gap: 8.46 eV
Total energy: -2034.9204 a.u.

```
! wB97M-V def2-TZVPD RIJCOSX def2/J DEFGRID3
* xyz 1 1
Pd 1.71658 0.17214 -0.42771
O 3.56502 -3.43580 -4.60038
C 2.50251 -3.97714 -4.04086
O 2.01324 -5.00405 -4.42303
C 1.88879 -3.24539 -2.87786
C 0.81954 -3.71886 -2.12981
Cl 0.07298 -5.22856 -2.19817
N 0.49907 -2.79245 -1.19013
N 1.31692 -1.72818 -1.32263
C 2.15937 -1.99378 -2.31201
C 3.22471 -0.96916 -2.55878
O 4.08719 -1.14249 -3.39597
O 3.12242 0.08282 -1.81487
C -0.49541 -2.84546 -0.16094
C -0.14897 -2.42646 1.11543
C -1.08558 -2.49417 2.13372
C -2.36120 -2.97787 1.87745
C -2.70050 -3.38296 0.59464
C -1.77198 -3.31708 -0.43299
H 3.84049 -2.57974 -4.18546
H 0.85868 -2.09503 1.32287
H -0.80896 -2.18986 3.13448
H -3.08434 -3.05326 2.67863
H -3.69658 -3.75161 0.39068
H -2.04576 -3.62467 -1.43042
C 3.03901 4.56319 0.78351
N 2.82362 3.53091 1.79782
C 2.81734 3.86316 3.22420
C 2.56141 2.30588 1.40626
O 2.49831 1.99583 0.19623
H 3.35373 5.48069 1.26904
H 2.12384 4.74407 0.21978
H 3.80653 4.23925 0.08351
H 3.20349 4.86830 3.35482
H 3.45126 3.17575 3.78149
H 1.80676 3.82253 3.62964
H 2.43189 1.57076 2.20457
O 0.22376 0.61559 0.96291
C -0.99364 0.56195 0.63577
C -2.04975 0.69178 1.69339
C -2.97941 1.92336 1.53465
C -2.94645 2.58865 0.15806
C -3.46605 1.70493 -0.97391
C -2.79177 0.32634 -1.03046
N -1.38971 0.36107 -0.61203
H -1.54021 0.71518 2.65327
H -2.63105 -0.23192 1.65649
H -2.69738 2.66877 2.27745
H -4.00248 1.61908 1.76010
H -1.92661 2.91455 -0.06582
H -3.55730 3.49100 0.19533
H -3.31654 2.22456 -1.92153
H -4.53983 1.54807 -0.85791
H -2.81249 -0.06245 -2.04569
H -3.31832 -0.38894 -0.39747
H -0.67018 0.28716 -1.31933
*
```

***

4.
Density functional theory data (the ωB97M-V functional and the def2-TZVPD basis) for a cluster of 2 separate species, C20H24F2NO in total in a non-equilibrium geometry.

Calculated values
HOMO energy: -10.309 eV
F_max: 1.84 eV/A
LUMO energy: -6.0 eV
Frontier orbital gap: 4.32 eV
Relative energy (zero: lowest compared OMol25 entry of this formula, charge and spin): 2.720 eV
Total energy: -1105.9146 a.u.

```
! wB97M-V def2-TZVPD RIJCOSX def2/J DEFGRID3
* xyz 1 1
C 1.53829 1.52906 1.42896
N 0.66270 2.43450 0.77808
C 1.22079 3.31119 -0.21220
C 0.37924 4.57088 -0.41123
O -1.00889 4.25953 -0.39424
C -1.42601 3.73169 0.85961
C -0.72225 2.40702 1.14947
H 1.13589 1.22038 2.40466
H 1.63381 0.62053 0.82687
H 2.54870 1.95047 1.53597
H 2.24407 3.56941 0.09130
H 1.27306 2.79043 -1.18877
H 0.63086 5.29015 0.38982
H 0.56590 5.00982 -1.40237
H -1.20070 4.43769 1.68037
H -2.51037 3.57892 0.76890
H -1.24770 1.61306 0.58145
H -0.78895 2.15810 2.21762
C -0.26915 -3.12268 4.85159
C 0.07683 -2.66296 3.48719
C -0.93026 -2.46571 2.54498
F -2.21148 -2.76633 2.92685
C -0.71611 -1.96187 1.27557
C 0.62322 -1.71314 0.86219
C 0.99751 -1.17495 -0.40558
C 0.33713 -1.31599 -1.65302
C -0.98252 -1.82414 -1.84316
C -1.56778 -1.68467 -3.08713
F -2.88526 -2.03238 -3.24213
C -0.89629 -1.21147 -4.21422
C -1.60753 -1.10580 -5.50668
C 0.46007 -0.88390 -4.06365
C 1.05439 -0.91758 -2.82135
C 1.65889 -1.94149 1.81714
C 1.39148 -2.38311 3.09325
H 0.63285 -3.13244 5.47128
H -0.99165 -2.44656 5.32454
H -0.70285 -4.13080 4.84716
H -1.56502 -1.72525 0.63734
H 2.02489 -0.80071 -0.48489
H -1.53027 -2.31124 -1.04287
H -0.89899 -0.80204 -6.28328
H -2.06618 -2.05919 -5.79321
H -2.39950 -0.34893 -5.46150
H 1.03638 -0.60647 -4.94632
H 2.10730 -0.66068 -2.70539
H 2.68873 -1.76363 1.50285
H 2.20272 -2.52673 3.80819
*
```

***

Question: Which of these has the highest HOMO energy?
Answer: C20H24ClN3O2

***

Question: Among the records above, which one has the highest F_max?
Answer: C20H24ClFNO4PSYb

***

Question: Which of these has the highest total energy?
Answer: C20H24F2NO